--- 1 ---
Molecular formula: C4H8O2
Method: DFT, the ωB97M-V functional and the def2-TZVPD basis

Structure (ORCA input):
```
! RIJCOSX wB97M-V def2-TZVPD def2/J DEFGRID3
* xyz 0 1
C -2.735 -0.738 -0.136
C -1.737 0.173 -0.273
C -0.377 -0.030 -0.735
C 0.484 0.965 -0.437
O 1.739 1.035 -0.937
H -3.767 -0.419 -0.163
H -2.545 -1.686 0.367
H -2.048 1.161 0.059
H -0.036 -0.946 -1.184
H 0.199 1.859 0.107
H 2.294 0.253 -0.821
H 2.427 0.066 1.650
H 3.261 -1.180 1.519
O 2.842 -0.511 0.984
*
```

Results
SMILES: C=C/C=C/O.O
HOMO-LUMO gap in eV: 8.267



--- 2 ---
Molecular formula: C4H8O2
Method: DFT, the ωB97M-V functional and the def2-TZVPD basis

Structure (ORCA input):
```
! RIJCOSX wB97M-V def2-TZVPD def2/J DEFGRID3
* xyz 0 1
C 1.512 1.112 0.059
O 0.420 1.136 -0.830
C -0.823 0.855 -0.260
C -1.216 -0.596 0.012
O -2.383 -0.798 0.269
C -0.206 -1.720 0.019
H 2.164 0.265 -0.187
H 2.082 2.041 -0.048
H 1.173 1.021 1.102
H -0.900 1.335 0.726
H -1.591 1.271 -0.918
H -0.527 -2.467 0.753
H 0.813 -1.397 0.235
H -0.217 -2.180 -0.975
*
```

Results
SMILES: COCC(C)=O
HOMO-LUMO gap in eV: 10.307



Short version: 1 is the least stable of them.